8
Properties=species:S:1:pos:R:3:forces:R:3:lowdin_charge:R:1 method="wB97M-V/def2-TZVPD" gap_ev="8.0558 / 8.0550" smiles="C=P1=CN1" homo_energy_ev="-7.53 / -7.53"
C 0.94931 0.67305 -0.20481 -0.4 -0.5 -0.7 -0.330
C -1.28251 0.01943 -0.13516 0.3 -0.3 1.3 -0.320
N -0.75689 -1.18307 0.07641 -1.0 -0.4 -1.6 -0.216
P 0.01146 -0.30713 -1.27809 0.9 0.2 -0.4 0.799
H 1.60069 1.41426 -0.54932 0.7 1.4 -1.3 -0.049
H 1.48602 0.26532 0.60858 -0.5 -0.8 1.6 -0.023
H -1.61861 0.73117 0.58656 -0.4 0.4 0.3 0.061
H -0.38947 -1.61303 0.89583 0.4 0.2 0.9 0.077

8
Properties=species:S:1:pos:R:3:forces:R:3:lowdin_charge:R:1 method="wB97M-V/def2-TZVPD" gap_ev=10.2882 smiles="CC1=[PH]=N1" homo_energy_ev=-9.42
C 0.39704 0.10216 -0.08090 2.6 -2.2 -0.2 -0.739
C -1.00928 -0.05623 -0.51363 0.1 1.5 -1.6 -0.091
N 1.60874 -0.22385 -0.40968 -3.1 1.2 0.0 -0.137
P 1.50743 0.67926 1.18169 0.2 -1.1 0.4 0.786
H -1.01650 1.04795 -0.86179 -1.3 -1.4 0.3 0.104
H -1.78829 -0.25179 0.28915 1.3 0.3 -1.0 0.094
H -1.13144 -0.68930 -1.45907 0.2 0.7 1.5 0.096
H 1.43229 -0.60820 1.85423 0.1 0.8 0.6 -0.114

8
Properties=species:S:1:pos:R:3:forces:R:3:lowdin_charge:R:1 method="wB97M-V/def2-TZVPD" gap_ev=8.4817 smiles="C=NC#[PH2]" homo_energy_ev=-7.84
C 0.41653 -0.72015 -0.34129 0.0 3.6 2.9 -0.414
C 0.56556 1.51376 1.00310 -0.9 -5.9 -3.2 0.019
N 0.38896 0.33766 0.35150 0.8 1.0 -0.7 -0.154
P -1.16245 -1.59284 -0.64885 0.9 0.3 -0.5 0.696
H 0.43932 2.42146 0.54833 -0.3 1.9 -1.2 0.027
H 0.83954 1.32626 1.95629 0.8 0.2 3.1 0.016
H -0.31626 -2.68019 -1.10822 -1.1 0.4 -0.7 -0.120
H -1.17119 -0.60596 -1.76087 -0.2 -1.5 0.2 -0.070

8
Properties=species:S:1:pos:R:3:forces:R:3:lowdin_charge:R:1 method="wB97M-V/def2-TZVPD" gap_ev=8.9400 smiles=[NH3+]C#CS total_charge=+1 homo_energy_ev=-13.68
C 0.26792 -0.29177 -0.39483 4.6 0.9 -4.5 -0.097
C 1.10151 -0.14350 -1.36828 -4.1 -1.9 4.5 -0.457
N -0.29036 -0.10711 0.91934 4.9 4.9 -1.9 0.215
S 1.87633 -0.66927 -2.79879 -0.9 0.9 0.3 0.846
H -1.22980 -0.23745 0.73870 -3.0 -0.3 1.1 0.141
H 0.09838 0.89903 1.27905 -2.1 -2.3 -0.8 0.271
H 0.24893 -0.70183 1.47550 0.0 -2.1 1.7 0.148
H 0.72865 -0.30218 -3.44480 0.7 -0.2 -0.3 -0.065

8
Properties=species:S:1:pos:R:3:forces:R:3:lowdin_charge:R:1 method="wB97M-V/def2-TZVPD" gap_ev=11.4824 smiles="CC(=O)O" homo_energy_ev=-10.70
O 1.31503 1.14478 -0.04092 0.2 0.5 -0.2 0.107
C 0.57132 0.21956 0.07209 0.0 -0.8 0.7 -0.567
O 0.94424 -0.93768 0.70044 -0.1 0.1 -0.1 0.071
C -0.85896 0.12721 -0.35199 -1.1 -0.6 -0.6 0.002
H 1.84982 -0.85332 1.04511 -0.2 0.2 -0.3 0.123
H -1.28521 -0.86822 -0.16871 0.4 0.2 0.0 0.086
H -1.02288 0.34219 -1.41241 0.5 0.0 0.1 0.091
H -1.51337 0.82549 0.15640 0.3 0.3 0.4 0.086

8
Properties=species:S:1:pos:R:3:forces:R:3:lowdin_charge:R:1 method="wB97M-V/def2-TZVPD" gap_ev=10.8527 smiles="C=O.C=O" homo_energy_ev=-10.24
O 9.17549 -5.13194 -1.40985 0.7 -2.1 -0.2 -0.029
C 9.68205 -6.12925 -1.90612 -0.9 1.9 -0.6 -0.132
H 10.32131 -5.95645 -2.80442 0.1 -0.5 0.4 0.079
H 9.44678 -7.19029 -1.65253 0.1 0.6 0.4 0.083
O 6.72488 -11.92589 -1.37682 1.8 -1.7 0.5 -0.034
C 7.59500 -12.76155 -1.14214 -1.4 1.3 -0.4 -0.128
H 8.42767 -12.95173 -1.86042 -0.3 0.1 0.3 0.080
H 7.58281 -13.37729 -0.21146 0.0 0.3 -0.3 0.081

8
Properties=species:S:1:pos:R:3:forces:R:3:lowdin_charge:R:1 method="wB97M-V/def2-TZVPD" gap_ev=10.9642 smiles="C=O.C=O" homo_energy_ev=-10.22
O -1.40068 -2.46566 3.39053 0.4 1.0 0.9 -0.017
C -0.86833 -1.79226 4.26014 -0.2 -2.8 -2.6 -0.107
H -1.42187 -1.15080 4.85997 -1.1 1.6 1.3 0.053
H 0.18066 -1.94731 4.43196 0.9 0.3 0.4 0.070
O 0.03224 1.97116 -5.05347 0.2 0.0 -1.3 0.014
C 0.93326 1.88150 -4.27448 -1.4 -0.7 0.6 -0.140
H 1.79757 1.24872 -4.30759 1.0 -0.4 -1.0 0.070
H 0.74715 2.25465 -3.30706 0.2 1.2 1.7 0.056

8
Properties=species:S:1:pos:R:3:forces:R:3:lowdin_charge:R:1 method="wB97M-V/def2-TZVPD" gap_ev=10.9138 smiles=O[C@H]1CO1 homo_energy_ev=-9.88
C -0.20005 -0.64031 -0.10808 2.2 1.8 1.0 -0.257
C 0.50038 0.61502 -0.42636 -0.8 -0.2 -0.9 -0.209
O 0.95145 0.09089 0.78959 -0.6 -1.8 -0.9 -0.080
O -1.28645 -0.63429 0.66116 -0.9 0.7 1.2 0.028
H -1.05381 0.04598 1.34673 -0.7 -0.7 -0.6 0.139
H -0.03970 -1.58283 -0.62445 0.5 0.1 0.3 0.150
H 1.20541 0.56144 -1.25689 0.1 0.2 0.1 0.111
H -0.07722 1.54411 -0.38169 0.2 -0.1 0.0 0.119